Entry 1:
C34H55NO26PS | the ωB97M-V functional and the def2-TZVPD basis

```
118
Properties=species:S:1:pos:R:3:mulliken_charge:R:1
C 1.68074 0.40720 1.97405 -1.1921
S 0.21766 -0.34429 1.37693 1.2608
O -0.49412 -0.99073 2.43548 -0.3603
O 0.47870 -1.04334 0.16047 -0.6657
C -0.79211 1.06976 0.86214 -0.5503
N -1.63708 1.60292 1.64356 0.0986
C -2.45468 2.66325 1.00447 0.1534
C -3.92714 2.19993 0.90146 -0.6288
P -4.10507 0.42468 0.92921 1.1250
O -3.63653 -0.11950 2.20877 -0.5926
O -3.26002 -0.20815 -0.28228 -0.5768
O -5.62556 0.17850 0.59703 -0.6573
C -1.72929 2.86871 -0.34001 -1.1776
C -0.72797 1.69554 -0.47503 -0.1177
H 2.47140 -0.30073 1.73427 0.4502
H 1.84472 1.34807 1.45345 0.4361
H 1.57387 0.55913 3.04589 0.3513
H -1.78137 1.27247 2.59782 0.2895
H -2.50238 3.56557 1.60962 0.4487
H -4.42698 2.66288 0.05048 0.5607
H -4.47422 2.52802 1.78769 -0.0117
H -3.68494 -0.12022 -1.14628 0.3355
H -5.82746 -0.76544 0.39633 0.6986
H -2.43104 2.93964 -1.16610 0.4026
H -1.16556 3.79864 -0.31187 0.3908
H 0.29954 2.05142 -0.60680 0.3668
H -0.94096 0.97665 -1.26145 0.2950
C 5.86889 -2.23586 -2.10540 -1.2022
C 4.48005 -1.73557 -1.76288 0.5301
C 3.67540 -1.16670 -2.90907 -0.1457
O 2.78300 -0.25948 -2.21816 -0.3020
C 3.41568 0.14478 -1.10822 0.6227
O 3.03454 1.03813 -0.40267 -0.6063
O 4.52254 -0.57320 -0.88309 -0.3902
H 5.92096 -3.31830 -2.00550 0.3369
H 6.14337 -1.97619 -3.12771 0.2753
H 6.60232 -1.79731 -1.43104 0.3123
H 3.90208 -2.49719 -1.23434 0.3006
H 3.10538 -1.90418 -3.46597 0.3449
H 4.29785 -0.58982 -3.59016 -0.0549
C -3.28712 -3.19511 2.06710 -0.2323
C -4.20620 -4.06668 2.88074 0.6655
C -3.99166 -4.11346 4.37757 -0.4178
O -4.56690 -5.37823 4.72827 -0.3677
C -4.45088 -6.18810 3.64693 0.5590
O -4.66905 -7.35547 3.64794 -0.5443
O -4.05520 -5.47552 2.57001 -0.4318
H -3.87140 -2.36560 1.69108 -0.4654
H -2.45948 -2.77273 2.63796 0.0712
H -2.87922 -3.75000 1.22366 0.3412
H -5.24078 -3.80062 2.65219 0.1733
H -4.48413 -3.31390 4.92439 0.3565
H -2.92690 -4.13540 4.62851 0.2689
C 7.71768 3.67525 -4.25797 -0.8440
C 7.25023 2.63775 -5.25614 0.6493
C 5.90654 2.88559 -5.90649 -0.6374
O 5.48398 1.55477 -6.24603 -0.3339
C 6.06210 0.71385 -5.36297 0.5884
O 5.78079 -0.44076 -5.24786 -0.5801
O 6.98942 1.35306 -4.62977 -0.3675
H 8.57742 4.22882 -4.63068 -0.1346
H 6.93217 4.40063 -4.04138 0.3723
H 8.00896 3.19821 -3.32395 0.3443
H 8.00995 2.45605 -6.02050 0.3140
H 5.94411 3.50477 -6.79812 0.3042
H 5.18965 3.30116 -5.19463 0.3310
C -9.95184 1.47630 3.22241 -1.3059
C -8.49251 1.68897 3.56984 0.6366
C -8.20199 2.53150 4.79420 -0.6468
O -6.89441 3.05268 4.49176 -0.3056
C -6.79118 3.11408 3.15361 0.6708
O -5.90365 3.66518 2.56821 -0.6579
O -7.80796 2.47458 2.55712 -0.3477
H -10.23506 0.43650 3.37226 0.3423
H -10.60678 2.09065 3.84035 0.3499
H -10.12957 1.72893 2.17890 0.3339
H -7.95945 0.73754 3.63170 0.2392
H -8.17661 1.97787 5.72791 0.3090
H -8.89144 3.37386 4.87800 0.3785
C 12.34436 4.62320 -8.65725 -1.2464
C 11.07740 4.97959 -7.90519 0.5898
C 10.59590 6.40957 -8.02527 -0.6060
O 9.85702 6.57796 -6.80663 -0.3144
C 10.40488 5.75259 -5.88434 0.6187
O 10.15912 5.77983 -4.72082 -0.5724
O 11.26524 4.89393 -6.47245 -0.3568
H 12.12826 3.94294 -9.47866 0.3318
H 12.82426 5.50726 -9.07745 0.3254
H 13.05122 4.13493 -7.98932 0.3281
H 10.26648 4.29053 -8.15624 0.1995
H 9.95491 6.59732 -8.88195 0.3089
H 11.42891 7.11598 -8.02151 0.3656
C -8.32252 -5.79908 -1.68307 -1.2845
C -7.00192 -5.11952 -1.38462 0.5494
C -6.21318 -5.65659 -0.21048 -0.7670
O -5.45250 -4.49865 0.18408 -0.0649
C -6.15419 -3.41482 -0.17462 0.3283
O -5.88269 -2.29374 0.16542 -0.5085
O -7.18609 -3.73766 -0.95822 -0.3499
H -8.27026 -6.34457 -2.62273 0.3293
H -8.59391 -6.50935 -0.90220 0.3583
H -9.11644 -5.05918 -1.76467 0.3217
H -6.36910 -5.07984 -2.27354 0.2868
H -5.54649 -6.47800 -0.45308 0.3228
H -6.85541 -5.93807 0.62607 0.3792
C -0.11222 -2.04518 5.68814 -1.0837
C 0.90417 -2.01533 6.81223 0.4784
C 0.50076 -2.66384 8.11923 -0.5866
O 1.30392 -1.94909 9.06400 -0.3253
C 1.53524 -0.71318 8.55779 0.5700
O 2.00734 0.19279 9.15656 -0.5184
O 1.14299 -0.66372 7.25737 -0.3575
H 0.22219 -2.68973 4.87693 0.3449
H -1.08132 -2.41953 6.02446 0.2660
H -0.25697 -1.04603 5.28268 0.2284
H 1.86673 -2.41366 6.48078 0.3011
H 0.70947 -3.72848 8.17670 0.3110
H -0.55130 -2.47816 8.35061 0.3664
```

Calculated values
**HOMO level**: -12.305 eV
**E_tot**: -110997.4749 eV
**Net charge**: +1

***

Entry 2:
C34H56Cl24O14S7 | the ωB97M-V functional and the def2-TZVPD basis

```
135
Properties=species:S:1:pos:R:3:mulliken_charge:R:1
C 1.78680 -4.49873 3.68800 -0.4304
C 2.78452 -4.37454 2.50950 0.4469
C 3.93098 -3.51362 3.00940 -1.0496
S 3.12489 -2.09229 3.96366 0.9912
O 2.69147 -1.03677 2.99206 -0.1600
O 3.80836 -1.88955 5.24217 -0.8021
C 1.61675 -3.09731 4.26987 -0.4725
H 2.06607 -5.27135 4.40435 0.3511
H 0.80514 -4.83312 3.35241 0.0073
H 2.42185 -3.78034 1.67075 -0.3968
H 3.10015 -5.27639 1.98496 0.4086
H 4.72066 -3.04685 2.42064 0.2875
H 4.43760 -4.09040 3.78319 0.4641
H 0.82299 -2.65184 3.67021 -0.0432
H 1.38586 -3.11440 5.33500 0.5149
C -1.15179 6.81109 -0.19387 -0.8500
C 0.15835 6.01960 0.11121 -0.8639
C 0.24834 4.62245 -0.46336 0.1346
S -1.06221 4.67043 -1.77994 0.8585
O -1.80050 3.37818 -1.81414 -0.1572
O -0.37727 5.17294 -2.97387 -0.7380
C -2.09618 5.95790 -0.99279 -0.2412
H -1.00676 7.81292 -0.59808 0.2959
H -1.50895 7.06047 0.80530 0.3561
H 0.38684 6.12850 1.17142 0.5284
H 0.92559 6.57110 -0.43220 0.2198
H -0.17697 3.86834 0.19885 -0.5408
H 1.14000 4.23343 -0.95499 0.5731
H -2.80620 5.42496 -0.36037 -0.0957
H -2.69911 6.34006 -1.81652 0.5987
C -6.82829 2.95367 0.59202 -0.7912
C -6.38520 1.62558 0.02235 -0.2836
C -4.84044 1.73642 -0.19231 -0.2379
S -4.24573 2.35543 1.39470 0.8547
O -3.02699 3.17793 1.21301 -0.4336
O -4.30705 1.28819 2.37212 -0.5735
C -5.71257 3.56199 1.48413 -0.6699
H -7.67918 2.70260 1.22530 0.3299
H -7.24628 3.66133 -0.12394 0.2975
H -6.78967 1.39717 -0.96372 0.4767
H -6.61758 0.82257 0.72183 0.1008
H -4.56712 2.58733 -0.81628 0.3855
H -4.33892 0.78723 -0.38105 -0.1548
H -5.44699 4.55532 1.12238 0.2743
H -6.04941 3.62310 2.51897 0.4397
C -3.93715 -4.06150 2.50748 -0.6034
C -3.62160 -3.21044 1.22990 0.2554
C -4.07544 -1.77088 1.48549 0.9238
S -5.44905 -1.90675 2.69281 1.3374
O -6.69794 -1.57635 2.04868 -0.7151
O -5.09878 -1.28823 3.97222 -0.6914
C -5.33524 -3.69448 2.99480 -0.8349
H -3.19143 -3.76099 3.24348 0.2486
H -3.87029 -5.14168 2.37771 0.4134
H -4.18456 -3.60270 0.38296 0.2802
H -2.58353 -3.26479 0.90194 -0.5409
H -4.36541 -1.23364 0.58250 -0.9602
H -3.23302 -1.35791 2.04036 0.2177
H -6.04787 -4.09622 2.27448 0.3576
H -5.66312 -3.86325 4.02052 0.4520
C 4.25347 2.37123 -3.32291 0.1748
C 5.17326 1.25477 -3.92236 -0.6971
C 4.29660 0.14429 -4.53486 -0.5520
S 2.69292 0.89564 -4.99935 1.0827
O 1.73028 0.28993 -4.15394 -0.2337
O 2.56816 0.95509 -6.49703 -0.8031
C 3.13507 2.49471 -4.37589 -0.8883
H 4.81835 3.27857 -3.10903 0.4493
H 3.76814 2.15579 -2.37100 -0.3972
H 5.65938 0.79608 -3.06132 0.3143
H 5.88774 1.65584 -4.64122 0.3768
H 3.93994 -0.70590 -3.95342 0.0280
H 4.65411 -0.26396 -5.48018 0.4838
H 2.27883 3.10491 -4.08847 0.4193
H 3.45293 3.09276 -5.22994 0.4099
C 5.75594 0.65120 2.74525 -0.0751
C 5.07424 1.30616 3.92968 -0.8016
C 4.02720 2.27503 3.37290 -0.0662
S 4.49711 2.79049 1.70123 0.7393
O 4.94192 4.19173 1.60416 -0.7157
O 3.52448 2.22392 0.74253 -0.2556
C 6.04510 1.79515 1.78344 -0.9840
H 5.00521 0.03395 2.25178 -0.0614
H 6.71631 0.19928 2.99336 0.4362
H 5.76158 1.87684 4.55418 0.3928
H 4.59435 0.63443 4.64143 0.2776
H 3.84860 3.13112 4.02351 0.4897
H 3.05592 1.80592 3.21587 -0.2606
H 6.74752 2.47980 2.25879 0.3624
H 6.22303 1.53107 0.74099 0.4739
C 1.91465 -0.64610 -0.98481 0.0489
C 1.13091 0.70657 -1.01916 -0.2433
C 0.17875 0.53943 0.20238 -0.2882
S -0.30020 -1.19421 0.17761 0.6105
O -1.73969 -1.19796 -0.23569 -0.4169
O 0.20601 -1.76492 1.39073 -0.0085
C 0.82589 -1.59524 -1.17548 -0.1659
H 2.45557 -0.60591 -0.03935 0.0791
H 2.63606 -0.72096 -1.79848 -0.1267
H 0.58630 0.89193 -1.94498 0.3260
H 1.77598 1.58283 -0.95485 0.0099
H -0.72065 1.15516 0.19578 0.1571
H 0.67143 0.75399 1.15072 -0.1958
H 0.19018 -1.35001 -2.02627 -0.2177
H 0.85051 -2.67215 -1.34207 0.4582
C -0.56927 -6.54150 0.60307 0.1161
Cl -2.08914 -6.52435 -0.27905 -0.0573
Cl -0.74256 -7.41656 2.16578 -0.1037
Cl 0.67766 -7.28440 -0.41600 -0.0957
Cl -0.18555 -4.77257 0.78228 0.0414
C -0.41709 2.37136 4.38989 -0.0469
Cl 0.19570 0.83004 3.94365 0.0354
Cl -0.27771 3.51111 3.05161 0.0126
Cl -2.18264 2.16402 4.79110 -0.0753
Cl 0.47164 2.98941 5.80671 -0.1166
C 4.59538 -4.52312 -1.50518 0.1749
Cl 5.61664 -5.07769 -2.90342 -0.1234
Cl 5.73502 -3.60796 -0.51776 -0.0932
Cl 3.27770 -3.48652 -1.99701 0.0917
Cl 3.85563 -5.97906 -0.71231 -0.0762
C 0.06653 -3.99884 -5.34637 0.0548
Cl -0.93452 -4.71182 -6.65718 -0.1023
Cl -0.29892 -2.22603 -5.20265 0.0099
Cl -0.26618 -4.78072 -3.80238 -0.0256
Cl 1.75784 -4.17083 -5.75306 -0.0772
C -5.55157 -1.96726 -3.68174 0.1142
Cl -5.54737 -0.57462 -4.68062 -0.0478
Cl -5.62473 -1.42758 -1.93546 -0.0128
Cl -6.90167 -3.07971 -4.09357 -0.1045
Cl -4.05545 -2.84124 -3.93664 -0.0362
C -2.31308 1.22899 -5.12129 -0.0670
Cl -2.02445 0.29215 -3.60670 0.3482
Cl -3.85199 2.25641 -4.96091 -0.1209
Cl -0.93714 2.34211 -5.39584 -0.0466
Cl -2.51015 0.16699 -6.59020 -0.0663
```

Calculated values
**HOMO level**: -9.699 eV
**E_tot**: -441209.7005 eV
**Net charge**: 0